{"formula": "C38H79N5O16P3", "method": "ωB97M-V/def2-TZVPD", "symbols": ["C", "O", "C", "C", "C", "C", "C", "C", "O", "C", "C", "C", "C", "C", "N", "C", "N", "N", "C", "O", "C", "C", "C", "C", "C", "C", "N", "C", "C", "C", "O", "C", "C", "C", "C", "N", "C", "C", "H", "H", "H", "H", "H", "H", "H", "H", "H", "H", "H", "H", "H", "H", "H", "H", "H", "H", "H", "H", "H", "H", "H", "H", "H", "H", "H", "H", "H", "H", "H", "H", "H", "H", "H", "H", "H", "H", "H", "H", "H", "H", "H", "H", "H", "H", "H", "H", "H", "H", "H", "H", "C", "O", "P", "O", "O", "C", "O", "C", "H", "H", "H", "H", "H", "H", "H", "H", "H", "C", "O", "P", "O", "O", "C", "O", "C", "H", "H", "H", "H", "H", "H", "H", "H", "H", "C", "O", "P", "O", "O", "C", "O", "C", "H", "H", "H", "H", "H", "H", "H", "H", "H"], "positions_angstrom": [[-6.43501, 1.42053, 1.80801], [-5.83772, 1.89415, 3.05518], [-4.41554, 2.10913, 2.89623], [-3.49457, 1.08605, 3.72442], [-3.96193, -0.46295, 3.60155], [-2.99145, -1.32119, 2.61796], [-3.15813, -0.82370, 1.09948], [-1.77496, -0.69155, 0.28699], [-0.85286, 0.27472, 0.84680], [-1.29379, 1.64194, 0.65648], [0.04414, 2.54778, 0.50432], [1.27285, 1.75209, 1.21450], [2.46461, 2.82080, 1.36657], [3.91834, 2.23254, 1.04130], [4.27312, 2.25137, -0.40579], [4.17946, 0.92930, -1.04264], [3.77110, 0.88087, -2.30732], [4.54015, -0.36587, -0.41804], [-2.17499, 1.88136, -0.65964], [-2.25055, 3.24697, -1.06454], [-3.58007, 3.80530, -0.89533], [-3.82821, 5.14927, -1.75389], [-3.70498, 4.83457, -3.32888], [-2.97681, 6.41867, -1.25522], [-2.26355, 6.25022, 0.17021], [-1.89085, 6.94442, -2.34655], [-1.63354, 0.95209, -1.74703], [-2.28323, 1.26008, -3.04535], [-1.26522, 2.33500, -3.91875], [0.30359, 1.76410, -4.13801], [-0.13599, 2.94476, -3.12992], [-2.09125, -0.43537, -1.29685], [-1.43802, -1.59673, -2.16446], [-2.20188, -2.89579, -2.61967], [-1.39577, -3.86633, -3.49506], [-0.07223, -3.79679, -3.98493], [0.66895, -2.65697, -3.58958], [0.02372, -1.57706, -2.71145], [-6.16674, 0.32474, 1.58626], [-6.23843, 2.12285, 0.92680], [-7.56893, 1.43440, 1.98813], [-4.13350, 2.18027, 1.77525], [-4.18908, 3.16228, 3.31950], [-2.39045, 1.09070, 3.37520], [-3.44942, 1.44422, 4.82084], [-5.06623, -0.57393, 3.34250], [-3.83303, -0.89819, 4.66360], [-1.91849, -1.32156, 2.99994], [-3.40563, -2.39345, 2.65898], [-3.78047, 0.13553, 1.12358], [-3.80033, -1.60805, 0.54467], [-1.25994, -1.71850, 0.38031], [-1.88259, 2.04171, 1.54760], [0.30112, 2.65591, -0.60264], [-0.09126, 3.53510, 1.05737], [0.96556, 1.41102, 2.26465], [1.64995, 0.88899, 0.55549], [2.32824, 3.76848, 0.73049], [2.48246, 3.14268, 2.47490], [4.00374, 1.21432, 1.54920], [4.67933, 2.91820, 1.57679], [5.16694, 2.72178, -0.59264], [3.77025, -0.12419, -2.58644], [3.73001, -0.66948, 0.15258], [5.34694, -0.26146, 0.21882], [-3.24368, 1.49491, -0.44962], [-4.43181, 3.08522, -1.21649], [-3.74816, 3.96333, 0.23575], [-4.94157, 5.41349, -1.58228], [-4.17981, 5.64145, -3.98957], [-4.24658, 3.82752, -3.49466], [-2.63653, 4.69486, -3.69649], [-3.72101, 7.29598, -1.14182], [-2.96036, 5.82093, 0.96520], [-2.00379, 7.31907, 0.52916], [-1.26491, 5.70746, 0.07284], [-1.31430, 7.79980, -1.85248], [-1.23024, 6.10214, -2.73938], [-2.48337, 7.39283, -3.22093], [-0.60146, 0.89936, -1.75350], [-3.27090, 1.81981, -2.98668], [-2.34262, 0.40616, -3.79286], [-1.75445, 2.95300, -4.81813], [0.86264, 1.28656, -3.26860], [1.08282, 2.44507, -4.62325], [-3.23680, -0.48067, -1.39550], [-3.29850, -3.06527, -2.32127], [-1.97960, -4.80791, -3.81676], [1.74734, -2.49599, -3.94920], [0.67349, -0.66870, -2.43742], [1.07126, 2.43808, 7.25828], [-0.20145, 2.61548, 7.87438], [-0.97172, 1.13873, 8.31366], [-1.77197, 1.09159, 7.01856], [-1.81577, 1.91166, 9.48639], [-2.49101, 3.12168, 9.17375], [-1.62429, -0.35758, 8.84801], [-0.92814, -0.94466, 9.94708], [1.48245, 3.41920, 7.01769], [1.74933, 1.93121, 7.94757], [0.97015, 1.85417, 6.33906], [-2.78717, 3.16915, 8.12397], [-1.84693, 3.96842, 9.41657], [-3.38793, 3.18036, 9.79186], [-0.92756, -0.27060, 10.80686], [0.10129, -1.17142, 9.65585], [-1.42843, -1.87296, 10.22326], [-0.38768, -6.00387, -6.33130], [-1.21849, -7.16254, -6.30888], [-1.77645, -7.64642, -7.86523], [-3.08626, -6.88588, -7.70637], [-1.94044, -9.19417, -7.34971], [-2.61991, -9.45110, -6.12978], [-2.18078, -8.14121, -9.45995], [-1.08520, -8.66446, -10.20939], [-0.08246, -5.77338, -5.31146], [0.50374, -6.20004, -6.93094], [-0.93507, -5.15222, -6.74516], [-3.36551, -8.68607, -5.90423], [-1.89371, -9.51310, -5.31739], [-3.12452, -10.41431, -6.21752], [-0.65296, -9.53202, -9.70507], [-0.32036, -7.89305, -10.33640], [-1.44597, -8.96767, -11.19238], [12.02725, -1.66546, 2.01600], [10.83310, -2.39235, 2.29707], [9.46653, -1.85762, 1.39636], [8.99533, -0.94537, 2.52087], [8.77180, -3.33640, 1.53005], [8.70857, -3.96057, 2.80461], [8.18555, -1.35610, 0.36625], [8.36463, -1.72484, -0.99973], [12.83467, -2.07137, 2.62630], [12.29060, -1.77856, 0.96261], [11.89246, -0.60702, 2.25435], [8.67955, -3.23358, 3.61864], [9.56861, -4.62084, 2.92699], [7.80040, -4.56395, 2.84351], [8.45674, -2.80930, -1.09585], [9.26193, -1.24148, -1.39649], [7.49937, -1.38877, -1.57208]], "forces_ev_per_angstrom": [[-1.3, -0.2, 0.6], [0.9, -0.5, -2.0], [1.2, 1.1, 0.4], [-0.1, -0.5, -0.1], [1.1, 0.0, 1.0], [-1.5, -0.1, 0.2], [0.0, -0.4, 0.1], [-0.8, -0.8, 0.6], [-1.8, 0.1, -1.6], [1.0, 2.1, -0.4], [0.3, -1.9, 0.8], [0.3, 1.6, -0.5], [0.6, -0.1, 0.5], [0.3, 1.2, 1.4], [-0.1, -2.4, 0.6], [-0.5, 0.0, -3.4], [0.5, -0.3, 3.2], [-0.6, 1.6, 0.7], [-1.1, 0.3, 1.8], [-0.3, -1.8, 0.1], [-1.8, 0.8, 0.4], [0.0, -0.2, 0.0], [-0.1, -0.6, 0.2], [0.4, 0.8, -0.2], [0.0, 1.2, -0.2], [-1.2, 0.1, 0.4], [-1.6, -1.0, 0.4], [1.7, 2.7, -4.0], [3.6, -1.0, 1.0], [-0.2, 4.4, 3.4], [-3.8, -1.4, -2.1], [-0.1, -2.2, 0.5], [1.7, -3.4, -3.3], [3.7, 1.9, -0.4], [-0.7, 0.9, 0.8], [-1.3, 3.2, 2.6], [-3.4, 0.8, 1.5], [-1.3, -0.8, 0.1], [-0.1, 1.6, 0.1], [0.1, -1.0, 1.1], [1.7, 0.0, -0.2], [-0.5, -0.4, 1.6], [-0.4, -1.5, -0.7], [-1.7, 0.4, 0.4], [-0.3, -0.8, -1.7], [1.5, 0.2, 0.2], [-0.3, 0.5, -1.7], [-1.4, 0.2, -0.6], [0.9, 1.4, 0.0], [1.1, -1.1, -0.3], [1.0, 1.2, 0.7], [-0.6, 1.7, -0.2], [0.6, -0.8, -1.1], [-0.3, 0.4, 1.5], [0.1, -1.2, -1.1], [0.5, 0.2, -1.7], [-0.8, 1.1, 1.1], [0.0, -1.5, 0.8], [0.0, -0.3, -1.7], [0.0, 1.2, -0.9], [-1.2, -1.1, -0.8], [-0.6, -0.4, 0.0], [0.4, 0.9, 0.3], [0.8, 0.0, -0.4], [-0.6, 0.0, -0.3], [1.6, 0.5, -0.6], [1.6, 0.7, 0.3], [0.2, 0.0, -1.8], [1.7, -0.6, -0.1], [0.6, -1.2, 1.1], [0.6, 1.6, 0.0], [-1.3, 0.3, 0.7], [1.1, -1.4, -0.2], [1.1, 0.4, -1.1], [-0.4, -1.7, -0.5], [-1.5, 0.4, 0.2], [-0.5, -1.4, -0.8], [-0.7, 1.3, 0.7], [1.0, -0.7, 1.1], [-0.4, 0.7, -0.4], [1.3, -1.0, 0.6], [0.0, 0.6, 1.6], [1.3, -1.5, 2.3], [-1.0, -1.0, -1.8], [-1.5, -1.7, -0.8], [1.8, 0.2, -0.1], [2.0, 0.1, -0.7], [1.1, 1.6, 0.5], [-1.9, -0.5, 0.6], [-0.9, -1.6, -0.5], [0.3, 0.2, -0.3], [2.2, -2.2, 1.8], [-8.8, 3.2, -3.1], [1.5, -0.8, 0.3], [0.8, -1.0, 0.1], [0.1, 0.7, 0.1], [3.5, 0.7, 0.5], [0.1, -0.4, 0.5], [-0.1, -0.1, 0.1], [0.2, 0.1, -0.2], [0.0, 0.0, 0.0], [0.1, -0.1, 0.0], [-0.1, 0.0, -0.1], [0.1, -0.2, 0.1], [0.0, -0.1, 0.0], [0.0, -0.2, 0.2], [0.0, 0.1, -0.1], [0.1, 0.2, 0.3], [2.7, -0.3, -2.4], [-9.2, -1.7, 3.3], [1.6, 0.5, -0.8], [0.7, 0.4, -1.0], [0.2, -0.1, 0.6], [3.4, 1.0, 0.7], [0.3, -0.3, -0.4], [-0.1, -0.1, -0.2], [0.1, 0.2, 0.1], [0.0, 0.0, 0.0], [0.1, 0.1, -0.2], [-0.1, 0.0, 0.1], [0.1, 0.1, -0.2], [0.0, 0.0, -0.1], [0.0, -0.1, -0.2], [-0.1, 0.1, 0.1], [0.4, 0.2, 0.2], [0.6, 0.2, -3.6], [-5.8, -0.6, 8.0], [0.9, 0.4, -1.5], [0.2, 0.6, -1.2], [0.4, -0.5, 0.4], [3.1, -0.4, -1.4], [-0.1, -0.1, -0.6], [-0.1, 0.0, 0.0], [0.3, 0.0, 0.1], [0.0, 0.0, 0.0], [0.1, 0.1, -0.2], [0.0, 0.1, 0.1], [0.0, 0.1, -0.2], [-0.1, 0.0, -0.1], [-0.1, 0.0, -0.2], [0.0, 0.0, 0.1]], "mulliken_charge": [-0.3991, -0.4401, 0.2423, 0.1185, -0.9093, -0.8768, 0.3611, -0.3679, -0.3961, 0.6784, -1.0008, 0.1249, -0.7360, -0.6570, -0.1922, 0.1866, -0.6112, -0.5210, -2.0575, 0.2630, -0.4922, 0.1959, -1.1912, 0.2347, -1.1138, -1.0612, 1.3532, -0.6976, 0.1611, -0.3262, -0.3548, 0.2191, -0.5506, -0.6793, -0.1910, -0.3142, -0.5202, 0.0666, 0.1700, 0.1344, 0.2988, -0.4284, 0.3791, -0.1024, 0.3351, 0.3471, 0.3154, 0.3072, 0.3834, -0.5381, 0.5938, 0.5961, 0.2062, 0.2243, 0.2786, 0.3044, 0.0092, 0.2958, 0.3375, 0.1912, 0.4314, 0.3122, 0.2603, 0.2326, 0.3167, 0.4780, 0.4614, 0.0175, 0.3200, 0.3893, 0.3877, 0.0481, 0.3102, 0.2740, 0.4653, 0.0634, 0.3961, 0.1175, 0.2950, -0.0280, 0.3070, 0.5693, 0.3600, -0.0940, 0.3872, 0.7724, 0.3249, 0.3464, 0.3384, -0.0659, -0.7379, -0.2960, 0.8261, -0.3824, -0.3491, -0.5378, -0.2798, -0.6908, 0.2495, 0.3349, 0.2796, 0.2393, 0.2412, 0.2473, 0.3023, 0.2997, 0.2440, -0.7266, -0.2892, 1.0346, -0.6327, -0.3456, -0.6255, -0.2664, -0.6626, 0.1354, 0.4258, 0.3586, 0.3191, 0.2305, 0.2534, 0.2894, 0.2882, 0.2481, -0.7605, -0.2706, 0.9337, -0.6121, -0.3573, -0.6405, -0.1648, -0.6394, 0.2314, 0.3340, 0.3301, 0.3314, 0.2467, 0.2493, 0.2908, 0.3069, 0.1855], "max_force_ev_per_a": 9.918, "total_charge": 1, "orbital_gap_ev": 6.83, "homo_energy_ev": -10.77}